1.
# C36H47N5P2Ru

A molecular structure, C36H47N5P2Ru (wB97M-V/def2-TZVPD, the OMol25 dataset).

```
91
Properties=species:S:1:pos:R:3:forces:R:3:mulliken_spin:R:1
Ru -0.009254 0.039050 -0.053385 -1.151 -0.100 2.234 2.129
C -1.197138 1.802205 -0.511107 -0.876 -0.344 -0.626 -0.073
C -1.548988 0.742321 -1.378732 -0.459 1.015 0.001 0.019
C -1.086543 0.662353 -2.819455 -0.300 -0.026 -0.522 -0.006
C 0.235511 -0.098803 -3.020165 -0.034 -0.365 -0.323 -0.001
C 1.144537 -0.081309 -1.816736 0.997 0.527 -0.250 -0.062
C 1.473776 1.086019 -1.076966 0.551 -0.353 -1.127 -0.010
C 1.052790 2.474751 -1.503766 0.186 0.487 0.072 0.003
C -0.266353 2.932910 -0.855697 0.174 0.328 0.187 0.021
C 1.336877 -1.197062 0.858828 0.314 -0.491 0.436 0.023
H -1.889743 2.017042 0.305922 0.192 -0.181 -0.146 -0.018
H -2.493328 0.227561 -1.168972 0.392 0.075 0.129 -0.004
H -1.035291 1.667105 -3.264115 0.057 -0.140 0.216 -0.003
H -1.869235 0.129736 -3.380658 0.181 0.198 0.076 -0.002
H 0.005724 -1.157740 -3.220241 0.049 0.295 0.042 0.003
H 0.749927 0.263112 -3.925269 -0.011 -0.002 0.209 0.000
H 1.848920 -0.912807 -1.764972 -0.221 0.091 0.104 -0.005
H 2.362134 1.039673 -0.440117 -0.200 -0.048 -0.233 -0.004
H 0.998837 2.543612 -2.600019 0.024 -0.100 0.290 -0.003
H 1.843687 3.166236 -1.177249 -0.219 -0.124 -0.312 0.000
H -0.041489 3.456566 0.086721 -0.014 -0.087 -0.270 0.000
H -0.759245 3.680705 -1.494903 -0.011 -0.178 0.118 -0.002
H 1.225469 -1.212661 1.955435 0.200 -0.158 -0.467 0.004
H 2.368181 -0.931813 0.577934 -0.189 -0.274 0.211 0.014
H 1.101616 -2.204003 0.470010 0.225 0.158 0.233 -0.010
P 1.280592 -1.184730 -8.463899 3.019 -0.103 -2.057 0.017
P -1.710583 -0.639782 -8.077815 -0.997 1.997 -0.591 0.067
N 2.729442 -0.217193 -8.380211 -0.120 0.759 0.757 -0.001
N 2.036829 -2.430908 -9.495024 -0.790 -0.682 0.478 -0.002
N -1.972033 1.082343 -7.866745 0.175 0.091 0.018 0.001
N -3.377830 -1.009110 -8.485784 -0.884 -1.144 -1.068 0.295
C 0.438450 -0.234707 -9.820965 -0.352 0.138 0.346 0.008
C -1.061918 -0.542485 -9.820485 0.152 -0.598 -0.433 0.041
C 3.090544 0.448155 -7.197645 0.541 0.282 -0.960 -0.001
C 4.116092 1.330902 -7.487687 -0.682 -0.605 -0.181 0.003
C 4.394320 1.227012 -8.892974 -1.021 -0.841 0.150 -0.001
C 3.523020 0.282402 -9.419084 0.321 0.568 0.842 0.002
C 2.217352 -3.736989 -9.017064 0.100 0.154 -1.070 0.029
C 2.665162 -4.537937 -10.058079 -0.250 0.765 0.346 0.008
C 2.770710 -3.709575 -11.222002 -0.336 0.701 0.921 0.002
C 2.398503 -2.425275 -10.843340 -0.095 -0.757 -0.037 0.030
C -1.822505 1.687887 -6.611231 -0.242 0.656 -0.474 0.090
C -1.950944 3.058208 -6.761557 0.126 -0.643 -0.193 -0.026
C -2.178922 3.320899 -8.148771 0.049 -0.908 0.337 0.063
C -2.198494 2.095870 -8.799922 0.261 0.058 0.485 0.047
C -4.294656 -0.312436 -9.283889 -0.876 -0.513 0.267 -0.066
C -5.372962 -1.147375 -9.553263 1.273 1.671 0.107 0.229
C -5.100662 -2.414153 -8.928029 1.482 -0.685 1.099 0.227
C -3.873815 -2.310469 -8.294018 -0.826 0.337 -0.447 -0.070
H 0.877979 -0.497266 -10.789535 -0.237 0.109 0.238 0.009
H 0.612513 0.838247 -9.654606 -0.016 -0.269 0.121 0.000
H -1.605800 0.200801 -10.415256 -0.047 -0.382 0.243 0.001
H -1.247869 -1.530051 -10.268280 0.014 0.148 0.087 0.004
H 2.576696 0.198730 -6.282036 0.130 0.078 0.036 0.000
H 4.609752 1.979634 -6.781439 0.005 -0.073 -0.024 0.000
H 5.139885 1.776212 -9.446131 -0.031 -0.069 0.020 0.000
H 3.409989 -0.082548 -10.428447 0.134 0.106 0.210 0.000
H 2.012548 -3.950757 -7.980008 0.006 -0.114 -0.057 -0.001
H 2.891552 -5.592843 -9.995187 -0.019 0.147 0.025 0.000
H 3.073654 -4.014589 -12.214064 0.039 0.090 0.163 0.000
H 2.380311 -1.516818 -11.431826 0.004 -0.340 0.055 0.000
H -1.658514 1.064045 -5.743883 0.017 0.162 -0.021 0.000
H -1.890190 3.791728 -5.968148 -0.004 -0.146 -0.139 -0.001
H -2.310944 4.285338 -8.617827 -0.061 -0.123 0.062 0.001
H -2.381956 1.875034 -9.843949 0.219 0.194 0.261 0.000
H -4.110015 0.707194 -9.579489 -0.145 -0.132 0.098 -0.001
H -6.248040 -0.886710 -10.125500 0.059 0.002 -0.084 0.000
H -5.731689 -3.287431 -8.945721 0.020 -0.009 0.007 0.001
H -3.291337 -3.013533 -7.722590 -0.130 -0.090 0.018 0.000
C 0.260686 1.632552 5.580797 0.068 0.960 0.454 -0.013
N 0.663890 0.993982 4.361030 -1.037 -0.915 0.053 0.741
C 1.394632 -0.230997 4.487077 0.952 -0.453 0.298 0.007
C -0.027938 1.281219 3.113226 0.292 1.538 -0.682 0.065
C -1.220847 0.407501 2.804936 -1.370 -1.032 0.366 0.019
C -2.251799 0.297743 3.751532 0.467 -0.093 0.036 0.007
C -3.289222 -0.613652 3.554647 -0.088 0.225 0.144 0.019
C -3.371172 -1.337895 2.367815 -0.009 -0.203 -0.343 -0.008
C -2.414435 -1.144444 1.362120 -0.627 0.170 0.866 -0.025
C -1.357471 -0.279882 1.593545 1.781 0.189 -0.985 0.015
H 1.139453 1.767958 6.232897 -0.266 -0.111 -0.238 0.027
H -0.469251 1.017062 6.144184 0.286 0.028 -0.375 0.056
H -0.185968 2.615196 5.366655 0.124 -0.436 0.072 0.004
H 0.727433 -1.112360 4.424190 0.029 0.443 -0.104 0.040
H 2.143137 -0.308858 3.684835 -0.304 0.006 0.136 0.021
H 1.908009 -0.251474 5.459541 -0.220 -0.011 -0.363 0.005
H -0.366864 2.331240 3.187858 0.282 -0.357 -0.054 0.005
H 0.705563 1.210402 2.284254 -0.235 -0.082 0.443 -0.003
H -2.219347 0.928492 4.644292 -0.186 -0.342 -0.108 0.001
H -4.036400 -0.744421 4.339167 0.141 0.075 -0.322 0.001
H -4.191006 -2.040574 2.205072 0.227 0.191 0.161 -0.001
H -2.482278 -1.660222 0.402907 -0.146 0.016 0.300 0.004
```
Positions in Å, forces in eV/Å.

Calculated values
- expectation value of S² = 6.04
- net charge = +2
- HOMO-LUMO gap (alpha / beta) (eV) = 7.833 / 2.201
- spin multiplicity = 5


2.
# C36H48F3IN3O4S3SiY

A molecular structure, C36H48F3IN3O4S3SiY (wB97M-V/def2-TZVPD, the OMol25 dataset).

```
100
Properties=species:S:1:pos:R:3:forces:R:3:lowdin_charge:R:1
Y -0.496409 0.042062 0.277341 1.679 1.031 -0.256 0.621
S 1.271743 -1.801540 -1.224123 -0.234 0.024 -0.157 0.701
C 2.379552 -0.977054 -2.163758 -0.130 -0.655 0.025 -0.671
N 3.192611 -1.606302 -3.013554 -0.111 0.187 0.113 -0.100
C 4.073994 -0.848648 -3.889552 0.048 0.259 -0.118 -0.098
C 3.369538 0.416320 -4.318680 0.042 -0.203 -0.012 -0.101
N 3.003710 1.163187 -3.124395 -0.104 -0.242 0.033 -0.110
C 3.066769 2.619095 -3.222804 -0.108 0.113 -0.047 -0.115
C 2.197985 3.121276 -4.353389 0.079 -0.055 0.009 -0.217
C 2.716490 3.951230 -5.338173 -0.031 -0.038 0.063 -0.045
C 1.896625 4.424097 -6.354057 0.038 0.035 -0.042 -0.082
C 0.558149 4.067035 -6.388933 -0.026 0.025 -0.037 -0.083
C 0.036091 3.234203 -5.407714 -0.003 -0.034 0.017 -0.062
C 0.854774 2.760450 -4.396508 -0.001 0.012 0.002 -0.041
C 2.534097 0.512265 -2.049812 0.084 0.807 0.360 -0.697
S 2.190468 1.257766 -0.607024 0.231 -0.175 -0.239 0.675
C 3.233127 -3.059229 -3.174118 -0.123 -0.200 -0.130 -0.119
C 2.575584 -3.504103 -4.465131 0.017 0.124 0.046 -0.212
C 1.237612 -3.197605 -4.712679 0.048 -0.004 -0.009 -0.031
C 0.633317 -3.607442 -5.890096 0.017 0.019 0.044 -0.067
C 1.357390 -4.330419 -6.829315 -0.024 -0.014 -0.040 -0.083
C 2.689515 -4.629407 -6.594259 -0.001 -0.024 -0.031 -0.080
C 3.297305 -4.212543 -5.417179 0.015 0.016 0.050 -0.050
H 4.295036 -1.462255 -4.761557 0.003 -0.035 0.018 0.133
H 5.008855 -0.605596 -3.374019 0.004 -0.078 -0.008 0.145
H 2.486645 0.173696 -4.918055 -0.002 0.049 -0.008 0.144
H 4.030456 1.035221 -4.922610 0.002 0.019 -0.011 0.138
H 4.107947 2.914336 -3.375468 -0.004 -0.002 0.006 0.134
H 2.729517 3.031194 -2.275101 0.028 -0.028 0.037 0.081
H 3.761565 4.237741 -5.300738 0.001 0.001 -0.030 0.111
H 2.307387 5.072259 -7.117695 -0.017 0.002 0.006 0.103
H -0.082134 4.441750 -7.177057 0.009 -0.005 0.000 0.103
H -1.011563 2.962537 -5.421074 0.006 0.004 -0.001 0.108
H 0.443925 2.124580 -3.620842 -0.011 0.010 0.002 0.068
H 2.739282 -3.512194 -2.317616 0.050 0.046 0.019 0.084
H 4.282196 -3.360826 -3.172349 0.020 0.024 0.031 0.132
H 0.667453 -2.646014 -3.976471 -0.039 0.017 0.056 0.085
H -0.406713 -3.367125 -6.069764 -0.005 -0.006 0.007 0.100
H 0.879044 -4.660300 -7.742509 0.021 0.011 -0.005 0.104
H 3.257636 -5.186246 -7.328082 0.007 0.001 0.012 0.104
H 4.341577 -4.442893 -5.236127 -0.010 -0.021 0.001 0.112
F -2.797319 6.265897 -0.198568 0.018 0.011 -0.061 0.119
C -2.205664 5.124461 -0.614812 -0.054 0.125 -0.021 -0.604
F -0.926781 5.437252 -0.895294 -0.161 -0.036 -0.009 0.127
F -2.803640 4.785217 -1.769100 0.073 0.000 0.084 0.128
C -2.307111 4.063018 0.442806 0.150 -0.234 0.026 -0.121
C -2.984378 4.312715 1.618794 0.029 -0.023 -0.065 0.002
C -3.010033 3.351128 2.621819 -0.035 0.019 0.042 -0.054
C -2.311245 2.182155 2.415346 0.096 -0.046 0.183 -0.135
N -1.668990 1.914929 1.279743 -0.127 0.289 -0.227 -0.070
C -1.680690 2.807061 0.261802 -0.296 0.095 0.292 -0.679
S -0.928568 2.290275 -1.196286 -0.039 0.113 -0.509 0.604
H -3.492874 5.257434 1.757350 0.038 -0.005 -0.017 0.125
H -3.545027 3.523505 3.543894 0.043 -0.029 0.024 0.108
H -2.230721 1.424676 3.186652 -0.033 -0.030 -0.022 0.111
I 0.825627 -0.586305 2.697448 0.323 -0.108 0.658 -0.003
C -3.124646 -3.746330 2.133036 -0.136 0.233 -0.227 -0.022
C -3.623883 -3.970814 0.703818 -0.037 -0.400 -0.007 -0.629
C -2.483619 -4.484007 -0.176908 -0.133 0.248 -0.012 -0.022
C -4.775698 -4.971785 0.714121 0.044 0.108 -0.084 -0.031
O -4.177762 -2.768309 0.141244 0.080 0.158 0.135 -0.106
Si -3.409251 -1.404562 -0.345917 -0.181 -0.053 -0.336 0.025
O -2.033949 -1.168938 0.438693 -1.277 -0.987 0.313 -0.422
O -2.888712 -1.436549 -1.910761 -0.285 -0.172 -0.063 -0.108
C -3.626169 -1.483255 -3.136675 0.039 0.068 -0.285 -0.636
C -4.028611 -0.061302 -3.528901 0.087 -0.078 0.158 -0.018
C -2.668477 -2.069305 -4.170534 -0.011 -0.012 0.087 -0.039
C -4.864023 -2.372846 -3.023160 0.186 0.053 0.241 -0.021
O -4.456316 -0.149306 -0.228352 -0.164 -0.305 -0.027 -0.089
C -5.596599 0.082975 0.608207 -0.197 0.216 0.181 -0.627
C -6.796422 -0.732478 0.120105 0.308 -0.015 -0.069 -0.026
C -5.276749 -0.270180 2.060506 0.142 -0.070 -0.271 -0.012
C -5.900272 1.571787 0.481895 0.048 -0.024 -0.015 -0.020
H -2.695984 -4.667689 2.529068 -0.016 -0.015 -0.017 0.090
H -3.947805 -3.441140 2.782251 0.001 -0.006 -0.010 0.083
H -2.362848 -2.970636 2.145901 0.097 0.055 0.052 0.070
H -2.130679 -5.450348 0.183023 0.030 -0.004 0.005 0.090
H -1.655728 -3.772469 -0.160878 0.049 -0.057 -0.012 0.076
H -2.826391 -4.590659 -1.208352 0.009 -0.038 0.011 0.083
H -4.447158 -5.928307 1.122362 -0.020 -0.014 -0.002 0.087
H -5.148614 -5.123489 -0.300561 0.010 -0.036 0.015 0.084
H -5.593773 -4.588238 1.325763 0.002 -0.017 0.006 0.085
H -3.140691 0.558041 -3.671520 0.001 -0.008 0.023 0.081
H -4.619246 0.376416 -2.725252 -0.049 0.063 -0.024 0.076
H -4.613092 -0.060480 -4.450674 0.004 -0.022 -0.004 0.088
H -1.770070 -1.451905 -4.240832 -0.010 0.013 0.006 0.079
H -3.145810 -2.112832 -5.150943 0.019 -0.009 -0.023 0.087
H -2.375728 -3.077944 -3.870216 0.015 0.002 -0.033 0.085
H -5.560136 -1.959128 -2.293498 -0.084 0.004 0.003 0.072
H -4.581477 -3.371586 -2.686650 -0.016 -0.022 -0.033 0.082
H -5.367953 -2.449255 -3.986964 0.001 0.017 -0.007 0.091
H -6.536022 -1.789564 0.123178 -0.057 -0.094 -0.005 0.075
H -7.072564 -0.437456 -0.894201 0.011 0.005 0.002 0.085
H -7.656175 -0.577694 0.773858 0.018 0.027 0.001 0.088
H -5.090259 -1.341044 2.146206 -0.024 -0.010 0.077 0.072
H -6.106366 0.002387 2.713080 0.004 0.003 0.020 0.092
H -4.378743 0.262463 2.374257 -0.003 0.031 0.073 0.074
H -6.101155 1.821034 -0.561245 0.003 0.020 0.008 0.088
H -5.052415 2.169882 0.821949 0.007 -0.040 -0.002 0.070
H -6.774670 1.831360 1.081060 -0.010 0.021 -0.008 0.089
```
Positions in Å, forces in eV/Å.

Calculated values
- net charge = 0
- HOMO-LUMO gap (eV) = 6.625


Number 1: E -66682.866 eV, strongest force on any atom 3.65 eV/A. Number 2: E -108464.063 eV, strongest force on any atom 1.99 eV/A.